--- a ---
Molecular formula: C9H13N3
Method: DFT, ωB97M-V with the def2-TZVPD basis set

Computed properties:
* LUMO: 0.828 eV
* highest occupied orbital energy: -8.18 eV
* net charge: 0
* frontier orbital gap: 9.0 eV

Structure (XYZ):
```
25
Properties=species:S:1:pos:R:3:mulliken_charge:R:1
C 0.703 -2.536 -1.251 -1.05
C 0.020 -1.199 -1.230 0.49
C -2.063 -0.233 -1.334 0.38
C -0.617 0.709 0.091 0.42
C -0.464 1.885 0.900 -0.45
C 1.047 1.895 1.520 -0.73
C 1.602 0.554 1.704 -0.85
C 1.652 -0.460 0.586 -0.36
C 0.361 -0.286 -0.289 0.11
H 0.225 -3.132 -2.101 0.39
H 0.301 -3.131 -0.328 0.27
H 2.025 -2.550 -1.146 0.24
H -3.576 -0.686 -2.565 0.21
H -3.946 0.773 -1.895 0.27
H -1.091 1.687 1.843 0.21
H -0.932 2.848 0.537 0.35
H 1.657 2.480 0.808 0.32
H 1.167 2.559 2.410 0.40
H 2.801 0.777 1.742 0.24
H 1.200 0.186 2.544 0.36
H 2.617 -0.119 0.275 0.33
H 1.511 -1.498 1.214 0.14
N -1.354 -1.180 -1.651 -0.68
N -3.200 -0.081 -1.931 -0.40
N -1.646 0.737 -0.455 -0.58
```

---

--- b ---
Molecular formula: C9H13N3
Method: DFT, ωB97M-V with the def2-TZVPD basis set

Computed properties:
* LUMO (spin up / spin down): 0.200 / -0.532 eV
* highest occupied orbital energy (spin up / spin down): -7.71 / -8.26 eV
* net charge: 0
* frontier orbital gap (spin up / spin down): 7.9 / 7.7 eV

Structure (XYZ):
```
25
Properties=species:S:1:pos:R:3:mulliken_charge:R:1
C -0.624 -1.030 2.265 -0.81
C -0.614 0.360 2.523 -0.94
C 0.001 -1.317 1.092 0.38
C -0.176 0.950 1.315 0.85
C 1.197 1.405 -1.641 -0.20
C 0.820 0.259 -0.745 0.31
C 0.258 -2.650 0.447 -1.19
C 0.066 2.403 0.919 -1.53
C -1.567 -0.654 -2.052 -0.90
N 1.869 0.367 -2.354 -0.74
N 1.435 -0.603 -1.594 -0.13
N 0.303 -0.021 0.476 0.25
H -0.849 -1.688 2.997 0.56
H -1.244 0.879 3.182 0.42
H 0.459 1.744 -2.396 0.21
H 1.676 2.296 -1.312 0.46
H 1.066 -2.534 -0.302 0.35
H 0.727 -3.433 1.052 0.39
H -0.507 -3.091 -0.222 0.24
H -0.441 2.561 0.062 0.46
H -0.176 2.976 1.816 0.34
H 1.123 2.549 0.678 0.28
H -1.651 0.513 -1.832 0.21
H -1.693 -1.385 -1.290 0.39
H -1.458 -0.856 -3.083 0.32
```

---

Least stable = b

---

--- a ---
Molecular formula: CH4Br2OP
Method: DFT, ωB97M-V with the def2-TZVPD basis set

Computed properties:
* LUMO: -7.512 eV
* highest occupied orbital energy: -15.14 eV
* net charge: +1
* frontier orbital gap: 7.6 eV

Structure (XYZ):
```
9
Properties=species:S:1:pos:R:3:mulliken_charge:R:1
C -0.840 -0.421 -0.965 -0.79
O -0.282 0.241 1.567 -0.40
P 0.406 0.217 0.177 0.72
Br 1.017 2.243 -0.349 0.04
Br 2.811 -1.113 0.733 -0.02
H -0.435 -0.527 -1.971 0.35
H -1.671 0.291 -0.981 0.36
H -1.194 -1.384 -0.603 0.33
H 0.187 0.453 2.391 0.41
```

---

--- b ---
Molecular formula: CH4Br2OP
Method: DFT, ωB97M-V with the def2-TZVPD basis set

Computed properties:
* LUMO: -6.104 eV
* highest occupied orbital energy: -15.95 eV
* net charge: +1
* frontier orbital gap: 9.8 eV

Structure (XYZ):
```
9
Properties=species:S:1:pos:R:3:mulliken_charge:R:1
C 1.011 0.051 -0.739 -0.78
O -0.119 -0.105 1.771 -0.52
P -0.566 -0.203 -0.035 0.81
Br -1.713 -2.138 -0.305 0.03
Br -1.960 1.491 -0.279 0.03
H 1.901 -0.266 -0.214 0.35
H 1.181 1.102 -0.844 0.38
H 0.880 -0.197 -1.886 0.35
H -0.614 0.264 2.532 0.35
```

---

Least stable = b

---

--- a ---
Molecular formula: C3H2O3Ru
Method: DFT, ωB97M-V with the def2-TZVPD basis set

Computed properties:
* LUMO (spin up / spin down): -10.001 / -12.916 eV
* spin multiplicity: 7
* highest occupied orbital energy (spin up / spin down): -18.93 / -20.33 eV
* net charge: +2
* frontier orbital gap (spin up / spin down): 8.9 / 7.4 eV

Structure (XYZ):
```
9
Properties=species:S:1:pos:R:3:mulliken_charge:R:1
O 0.739 -2.831 0.099 -0.10
C 1.106 -1.743 0.036 0.81
O 1.712 -0.726 -0.020 -0.65
O -0.568 0.973 0.068 -0.61
C -1.799 1.269 0.285 0.47
C -2.945 1.010 -0.346 -0.31
H -3.846 1.581 -0.121 0.34
H -2.964 0.333 -1.212 0.30
Ru 1.222 1.183 -0.042 1.73
```

---

--- b ---
Molecular formula: C3H2O3Ru
Method: DFT, ωB97M-V with the def2-TZVPD basis set

Computed properties:
* LUMO (spin up / spin down): -8.863 / -12.306 eV
* spin multiplicity: 7
* highest occupied orbital energy (spin up / spin down): -15.54 / -18.26 eV
* net charge: +2
* frontier orbital gap (spin up / spin down): 6.7 / 5.9 eV

Structure (XYZ):
```
9
Properties=species:S:1:pos:R:3:mulliken_charge:R:1
C 1.188 1.313 -1.534 -0.55
C 0.558 0.278 -2.044 0.90
O -0.058 -0.653 -2.384 -0.06
C -0.708 -0.624 1.650 0.70
O -0.061 0.167 1.124 -0.26
O -1.363 -1.385 2.244 -0.24
Ru -2.450 -2.560 3.627 0.80
H 0.672 2.270 -1.475 0.35
H 2.221 1.194 -1.207 0.35
```

---

Least stable = a

---

--- a ---
Molecular formula: CH6N2O
Method: DFT, ωB97M-V with the def2-TZVPD basis set

Computed properties:
* LUMO: 0.708 eV
* highest occupied orbital energy: -9.29 eV
* net charge: 0
* frontier orbital gap: 10.0 eV

Structure (XYZ):
```
10
Properties=species:S:1:pos:R:3:mulliken_charge:R:1
N -0.666 -0.463 0.255 -0.47
C 0.612 -0.361 0.805 0.07
N 1.025 -0.742 1.937 -0.59
H -1.307 -1.018 0.805 0.23
H -0.603 -0.733 -0.716 0.21
H 1.313 0.128 0.133 0.34
H 0.286 -1.160 2.501 0.20
H -0.430 2.111 -1.840 0.31
H -0.864 1.384 -3.116 0.30
O -0.525 1.238 -2.229 -0.60
```

---

--- b ---
Molecular formula: CH6N2O
Method: DFT, ωB97M-V with the def2-TZVPD basis set

Computed properties:
* LUMO: 0.899 eV
* highest occupied orbital energy: -8.42 eV
* net charge: 0
* frontier orbital gap: 9.3 eV

Structure (XYZ):
```
10
Properties=species:S:1:pos:R:3:mulliken_charge:R:1
C -0.350 -0.866 -0.397 -0.25
N 0.298 1.090 0.803 -0.59
N -0.770 0.445 -0.004 -0.28
O 0.944 -0.823 -1.079 -0.57
H -0.194 -1.606 0.369 0.32
H -0.902 -1.225 -1.217 0.30
H 1.097 1.099 0.174 0.22
H 0.068 2.093 0.897 0.26
H -1.820 0.414 0.761 0.28
H 1.628 -0.620 -0.306 0.31
```

---

--- c ---
Molecular formula: CH6N2O
Method: DFT, ωB97M-V with the def2-TZVPD basis set

Computed properties:
* LUMO: -0.604 eV
* highest occupied orbital energy: -9.07 eV
* net charge: 0
* frontier orbital gap: 8.5 eV

Structure (XYZ):
```
10
Properties=species:S:1:pos:R:3:mulliken_charge:R:1
C 0.913 -0.636 0.016 -0.72
H 2.002 -0.863 0.171 0.32
H 0.363 -1.099 0.844 0.25
H 0.683 -1.279 -0.935 0.24
H -0.208 0.977 -0.394 0.23
H 1.395 1.418 0.067 0.22
H -1.922 0.829 0.975 0.23
N 0.787 0.738 -0.362 -0.45
N -2.040 0.542 -0.073 -0.12
O -1.973 -0.629 -0.309 -0.21
```

---

--- d ---
Molecular formula: CH6N2O
Method: DFT, ωB97M-V with the def2-TZVPD basis set

Computed properties:
* LUMO: 0.646 eV
* highest occupied orbital energy: -9.60 eV
* net charge: 0
* frontier orbital gap: 10.2 eV

Structure (XYZ):
```
10
Properties=species:S:1:pos:R:3:mulliken_charge:R:1
C -2.189 -0.294 0.057 0.15
N 2.149 0.172 0.019 -0.70
N -1.027 0.231 -0.205 -0.24
O -3.311 0.196 0.109 -0.57
H -1.950 -1.340 0.373 0.20
H -0.938 1.174 -0.568 0.22
H 2.748 0.813 -0.427 0.23
H 2.311 0.297 0.975 0.22
H -0.302 -0.408 -0.160 0.25
H 2.509 -0.840 -0.172 0.26
```

---

Least stable = c